The following is a quantum chemistry calculation of a structure of composition C33H28Cl2N2O3Ru, from the Open Molecules 2025 dataset.

Output
Orbital gap (alpha / beta), eV: 6.84 / 6.45
Total charge: +1
Expectation value of S²: 0.76
Energy, Eh: -2624.7138
E_HOMO (alpha / beta), eV: -10.60 / -10.80
Spin multiplicity: 2

CARTESIAN COORDINATES (ANGSTROEM)
Ru  0.0619  -0.2546  0.0448
Cl  2.6354  0.7379  6.7801
C  2.0691  0.8174  5.1463
C  1.6691  2.0674  4.6193
C  1.2052  2.1681  3.3435
C  1.0898  1.0241  2.5030
O  0.5839  1.2022  1.3320
C  1.5318  -0.2232  3.0333
C  1.5863  -1.4131  2.2746
N  1.1259  -1.5701  1.0641
C  1.3781  -2.7599  0.3209
C  2.3259  -3.6963  0.6243
C  2.4695  -4.8491  -0.1813
C  1.6870  -5.0421  -1.2810
C  0.7289  -4.0650  -1.6469
C  -0.0961  -4.1658  -2.7931
C  -0.9711  -3.1633  -3.0901
C  -1.0182  -2.0296  -2.2561
N  -0.2698  -1.9105  -1.1850
C  0.5930  -2.9210  -0.8498
C  2.0182  -0.2939  4.3697
H  1.7399  2.9457  5.2474
H  0.8984  3.1199  2.9315
H  2.0632  -2.2680  2.7488
H  2.9871  -3.5674  1.4700
H  3.2203  -5.5797  0.0859
H  1.8004  -5.9258  -1.8950
H  -0.0156  -5.0395  -3.4276
H  -1.6146  -3.2084  -3.9564
H  -1.6698  -1.1960  -2.4861
H  2.3508  -1.2464  4.7629
C  -3.8804  3.6580  0.3618
C  -2.5931  2.9182  -0.0041
C  -1.3789  3.8461  0.0783
C  -2.3887  1.6997  0.8646
C  -2.3438  0.4156  0.3043
C  -2.0919  -0.7136  1.0947
C  -1.9014  -0.5877  2.4855
C  -1.6987  -1.8094  3.3343
C  -1.9931  0.6781  3.0345
C  -2.2300  1.7969  2.2372
H  -4.0088  4.5334  -0.2759
H  -3.8521  4.0054  1.3964
H  -4.7572  3.0200  0.2454
H  -2.6777  2.5654  -1.0355
H  -1.3042  4.3001  1.0695
H  -1.4722  4.6543  -0.6482
H  -0.4519  3.3063  -0.1152
H  -2.6046  0.2918  -0.7393
H  -2.2209  -1.7057  0.6756
H  -1.0845  -2.5504  2.8202
H  -2.6577  -2.2823  3.5565
H  -1.2230  -1.5585  4.2816
H  -1.8743  0.8019  4.1046
H  -2.2812  2.7708  2.7099
Cl  2.5585  2.1694  -7.5556
C  2.0437  1.7578  -5.9591
C  2.8857  1.0089  -5.1480
C  2.4693  0.6781  -3.8717
C  1.2196  1.0936  -3.4202
C  0.3861  1.8473  -4.2426
C  0.7977  2.1846  -5.5181
C  0.7672  0.7251  -2.0779
O  1.5387  0.1138  -1.2517
O  -0.4123  0.9302  -1.6633
H  3.8515  0.6969  -5.5188
H  3.1101  0.1011  -3.2186
H  -0.5786  2.1705  -3.8747
H  0.1695  2.7743  -6.1702

The following is a quantum chemistry calculation of a structure of composition C33H28GeN4O2Sc, from the Open Molecules 2025 dataset.

Output
Orbital gap (alpha / beta), eV: 6.29 / 7.54
Total charge: +2
Expectation value of S²: 0.75
Energy, Eh: -4481.0796
E_HOMO (alpha / beta), eV: -12.51 / -14.04
Spin multiplicity: 2

CARTESIAN COORDINATES (ANGSTROEM)
Sc  -0.3139  -0.9277  -0.0732
O  0.6136  2.7830  -1.0355
C  -0.3193  2.0798  -0.7748
O  -0.2665  0.7469  -0.8806
C  -1.6159  2.5960  -0.2150
C  -1.8575  3.9591  -0.2589
C  -3.0158  4.4432  0.3320
C  -3.8659  3.5473  0.9588
C  -3.5370  2.1982  0.9532
N  -2.4385  1.7228  0.3728
H  -1.1437  4.6099  -0.7433
H  -3.2446  5.4999  0.3111
H  -4.7726  3.8759  1.4465
H  -4.1905  1.4722  1.4236
N  2.5874  -2.8382  0.4252
C  2.7677  -1.4837  0.6620
C  4.0802  -1.0187  0.7768
C  4.3070  0.3115  1.0407
C  3.2211  1.1690  1.2116
C  1.9690  0.6308  1.1002
N  1.7142  -0.6709  0.8162
C  1.6071  -3.5360  -0.2448
C  1.8480  -4.9024  -0.4631
C  0.9338  -5.6479  -1.1590
C  -0.2179  -5.0287  -1.6489
C  -0.3897  -3.7005  -1.3842
N  0.4836  -2.9406  -0.6708
H  3.4224  -3.3813  0.5827
H  4.9039  -1.7042  0.6311
H  5.3205  0.6835  1.1068
H  3.3433  2.2188  1.4285
H  1.0999  1.2567  1.2549
H  2.7590  -5.3483  -0.0875
H  1.1145  -6.6998  -1.3347
H  -0.9618  -5.5675  -2.2163
H  -1.2630  -3.1884  -1.7599
C  -2.3601  -1.0238  -2.4150
Ge  -3.0691  -0.8996  -0.5663
C  -4.9122  -0.4076  -0.5268
C  -5.4941  0.3027  -1.5766
C  -6.8455  0.6050  -1.5432
C  -7.6200  0.2060  -0.4605
C  -7.0468  -0.4989  0.5899
C  -5.6970  -0.8086  0.5573
C  -2.5515  -2.4162  0.5954
C  -1.7552  -2.0821  1.6776
C  -1.2396  -3.0495  2.5719
C  -1.5392  -4.3633  2.3568
C  -2.3696  -4.7624  1.2762
C  -2.6817  -6.1241  1.0588
C  -3.4812  -6.4928  0.0122
C  -4.0145  -5.5174  -0.8566
C  -3.7294  -4.1930  -0.6690
C  -2.8951  -3.7840  0.3958
H  -2.7835  -1.9179  -2.8792
H  -1.2775  -1.0567  -2.5739
H  -2.7094  -0.1402  -2.9474
H  -4.9045  0.6309  -2.4247
H  -7.2971  1.1494  -2.3612
H  -8.6754  0.4417  -0.4382
H  -7.6531  -0.8112  1.4294
H  -5.2606  -1.3711  1.3760
H  -1.5805  -1.0205  1.9245
H  -0.6444  -2.7458  3.4221
H  -1.1639  -5.1264  3.0274
H  -2.2832  -6.8680  1.7370
H  -3.7214  -7.5354  -0.1469
H  -4.6649  -5.8218  -1.6657
H  -4.1740  -3.4488  -1.3227

Question: The lowest expectation value of S² belongs to which entry?
Answer: C33H28GeN4O2Sc

Question: Which of these has the lowest expectation value of S²?
Answer: C33H28GeN4O2Sc